ORCA calculation (ωB97M-V/def2-TZVPD) on an isolated molecule of C5H12N2 in a non-equilibrium geometry.

Calculated values
- orbital gap (eV) = 8.9
- structure (SMILES) = CCC/C(N)=C/N
- DFT total energy (Eh) = -307.19320
- highest occupied orbital energy (eV) = -7.8

The geometry in XYZ format:
```
19
Properties=species:S:1:pos:R:3:forces:R:3:lowdin_charge:R:1
C -0.47040 -2.05201 -1.32114 0.1717 1.0138 -0.1556 -0.10
C -1.05308 -0.66042 -1.59638 -0.1836 -0.0935 0.8621 -0.25
C -1.35876 0.04573 -0.27090 1.4601 0.3815 0.2395 -0.17
C -0.10372 0.44099 0.53305 -1.1804 -0.1525 0.1057 -0.35
N -0.15547 0.10385 1.93032 1.0334 0.3454 -0.0592 0.04
C 0.92560 1.10241 0.02243 0.7075 -0.9486 -0.3856 -0.18
N 2.11244 1.40605 0.67657 -0.0037 0.5878 0.3592 0.04
H 0.54940 -1.88846 -0.97048 0.1314 -0.3488 -0.2087 0.07
H -0.51666 -2.68316 -2.18555 0.3349 -0.3463 -0.5459 0.06
H -0.97562 -2.56431 -0.53345 -0.6402 -0.3299 0.6309 0.06
H -1.94884 -0.64198 -2.21464 -0.0170 -0.3202 -0.1212 0.10
H -0.28651 -0.09379 -2.09921 0.1237 0.3139 -0.5095 0.08
H -1.92785 0.95862 -0.42427 -0.5744 -0.1361 0.0173 0.11
H -1.82064 -0.65029 0.42465 -0.8048 0.0858 -0.2793 0.10
H -0.15573 -0.89513 2.07281 -0.2123 -0.0814 0.1025 0.07
H -0.93280 0.53493 2.40653 -0.1371 -0.1029 0.0354 0.07
H 0.92917 1.29674 -1.04530 0.0098 0.2102 0.0754 0.11
H 2.16145 1.09009 1.63269 -0.1306 -0.1119 -0.0198 0.07
H 2.96757 1.25223 0.17114 -0.0884 0.0337 -0.1433 0.07
```
Forces are in eV/Å.

ORCA calculation (ωB97M-V/def2-TZVPD) on a cluster of 2 separate species, C5H12N2 in total in a non-equilibrium geometry.

Calculated values
- orbital gap (eV) = 8.6
- structure (SMILES) = [H]/N=C/C(=C)C.CN
- DFT total energy (Eh) = -307.06547
- highest occupied orbital energy (eV) = -7.7

The geometry in XYZ format:
```
19
Properties=species:S:1:pos:R:3:forces:R:3:lowdin_charge:R:1
H 1.64284 0.55045 2.32229 0.5108 -0.4801 -0.4163 0.03
N 1.38719 0.58657 1.33514 -0.9078 0.4543 -0.1183 0.00
C 0.44702 -0.24608 1.07374 -2.7051 2.1088 0.3229 -0.30
C -1.15009 0.35159 0.38364 1.8111 -0.5863 1.2608 -0.29
C -2.28197 -0.26219 0.74749 0.7051 -0.2553 -0.3114 -0.01
C -1.14552 1.69344 -0.28259 0.4303 0.2044 -0.3423 -0.11
H 0.10377 -0.99159 1.79810 0.1178 -0.4416 -0.2774 0.09
H -3.26519 0.11781 0.46554 0.2329 0.0949 0.1218 0.06
H -2.28472 -1.20435 1.29312 0.1059 0.0735 -0.0439 0.05
H -0.17047 2.18375 -0.18471 -0.0582 -0.1618 0.1439 0.06
H -1.89388 2.37733 0.13679 0.0575 -0.2643 -0.0891 0.08
H -1.33388 1.59261 -1.35779 -0.0664 0.0448 0.0869 0.07
C 1.79170 -0.68700 -1.44396 -0.4818 0.2746 0.3475 -0.13
N 0.89188 -1.38291 -0.51497 -0.3001 1.5643 -0.6996 -0.06
H 1.56015 -0.97035 -2.47136 0.4728 -0.2243 -0.0252 0.07
H 2.82980 -0.84088 -1.15331 -0.0678 -0.1721 -0.2732 0.08
H 1.61497 0.38659 -1.37543 -0.0018 0.1216 0.1671 0.07
H 1.36800 -2.14219 -0.02817 -1.5001 -0.1705 -0.5230 0.12
H -0.11160 -1.11260 -0.74357 1.6449 -2.1848 0.6689 0.11
```
Forces are in eV/Å.

ORCA calculation (ωB97M-V/def2-TZVPD) on an isolated molecule of C5H12N2 in a non-equilibrium geometry.

Calculated values
- orbital gap (eV) = 8.6
- structure (SMILES) = CCC/C(N)=C/N
- DFT total energy (Eh) = -307.20216
- highest occupied orbital energy (eV) = -7.5

The geometry in XYZ format:
```
19
Properties=species:S:1:pos:R:3:forces:R:3:lowdin_charge:R:1
C -1.35972 1.77245 1.04628 -0.6484 -0.3273 0.7009 -0.11
C -0.84538 0.39970 1.47063 1.6589 0.0738 0.3922 -0.26
C -0.84029 -0.74981 0.45914 -1.0740 0.3174 -0.5216 -0.18
C 0.20131 -0.60792 -0.60794 -0.1794 0.6312 0.7847 -0.38
N 0.10441 0.49598 -1.48220 0.2809 -0.2945 -0.6673 0.09
C 1.31906 -1.31874 -0.53538 0.2029 -0.6917 -0.8111 -0.18
N 2.34215 -1.21649 -1.52961 0.2232 0.2930 0.3323 0.01
H -1.04575 2.48451 1.80939 0.0875 0.1689 -0.0951 0.07
H -2.45309 1.78035 1.09389 -0.0047 0.0613 -0.3547 0.07
H -1.01049 2.11202 0.08075 0.0864 -0.0676 -0.1344 0.05
H -1.28357 0.11233 2.42634 -0.4587 -0.1543 -0.1434 0.10
H 0.21523 0.52461 1.74031 -0.0754 0.0612 -0.0378 0.11
H -0.70139 -1.72219 0.92889 0.0420 0.0918 0.2453 0.11
H -1.84079 -0.78003 -0.00146 0.0810 -0.1381 -0.0923 0.11
H 0.76210 0.35158 -2.24366 -0.0393 0.1594 -0.0324 0.07
H -0.80363 0.62688 -1.91281 -0.1410 -0.1065 0.3282 0.09
H 1.38532 -2.14221 0.15933 0.1019 0.0310 0.1304 0.10
H 2.74140 -0.28257 -1.56493 -0.0555 -0.0350 0.0049 0.07
H 3.11316 -1.84044 -1.33696 -0.0883 -0.0740 -0.0288 0.07
```
Forces are in eV/Å.

ORCA calculation (ωB97M-V/def2-TZVPD) on a cluster of 2 separate species, C5H12N2 in total in a non-equilibrium geometry.

Calculated values
- orbital gap (eV) = 9.9
- structure (SMILES) = C/N=C\N.C=CC
- DFT total energy (Eh) = -307.17256
- highest occupied orbital energy (eV) = -8.9

The geometry in XYZ format:
```
19
Properties=species:S:1:pos:R:3:forces:R:3:lowdin_charge:R:1
C 1.44937 1.62523 -0.93342 -0.9306 -0.0720 -0.2332 -0.17
N 1.93552 0.63290 -0.02603 0.1300 -0.8203 0.1389 -0.04
C 1.33142 0.40658 1.06369 0.4736 0.2917 0.0474 -0.35
N 0.27216 1.08470 1.61192 -0.2598 0.1663 -0.1790 0.10
H 0.44382 1.28641 -1.32919 0.9726 0.6203 0.2879 0.06
H 1.34612 2.61526 -0.47039 -0.1041 0.0830 -0.0586 0.07
H 2.15429 1.71015 -1.75763 -0.1197 0.0911 -0.0941 0.06
H 1.69522 -0.41814 1.66668 -0.0042 -0.0634 0.2104 0.11
H -0.00145 1.95349 1.18317 -0.0256 -0.0261 0.0393 0.08
H 0.11311 1.02080 2.60207 0.0389 -0.0603 -0.0497 0.09
C -1.08518 -0.55707 -1.54953 -0.1597 -1.0663 -0.2859 -0.04
C -0.67169 -1.37338 -0.58450 -0.2913 0.2191 -0.1678 -0.26
C -1.51316 -1.80052 0.57282 -0.0311 0.0866 0.0750 -0.12
H -2.11458 -0.24138 -1.60766 -0.1846 0.3135 0.2279 0.06
H -0.51131 -0.41769 -2.45240 0.2931 0.2615 0.0565 0.05
H 0.32644 -1.78412 -0.61703 0.2063 0.0114 -0.0878 0.09
H -1.62186 -2.88919 0.58110 -0.0273 0.0712 0.0242 0.07
H -1.04431 -1.51138 1.51569 -0.0251 -0.0364 0.0358 0.05
H -2.50393 -1.34265 0.53065 0.0486 -0.0708 0.0129 0.07
```
Forces are in eV/Å.

ORCA calculation (ωB97M-V/def2-TZVPD) on an isolated molecule of C5H12N2 in a non-equilibrium geometry.

Calculated values
- orbital gap (eV) = 10.0
- structure (SMILES) = C=NCC[C@@H](C)N
- DFT total energy (Eh) = -307.14252
- highest occupied orbital energy (eV) = -8.9

The geometry in XYZ format:
```
19
Properties=species:S:1:pos:R:3:forces:R:3:lowdin_charge:R:1
C 2.19258 -0.60499 2.32753 -0.0518 1.7106 -0.3556 -0.08
N 1.39367 -0.39146 1.36284 1.0973 -0.1790 -0.0521 -0.07
C -0.07237 -0.18823 1.46660 1.0011 -1.7923 0.1866 -0.23
C -0.58169 -0.70616 0.08223 0.8418 1.3165 0.6015 -0.16
C -0.20596 0.31419 -1.05182 -1.4593 -1.1477 0.7064 -0.44
C -0.58180 -0.18163 -2.44476 -3.8902 -1.5365 1.5070 -0.09
N -0.92361 1.62762 -0.90713 1.5109 0.5599 0.3280 0.01
H 1.74834 -0.49531 3.33598 0.7547 -0.6048 0.1266 0.07
H 3.36088 -0.55961 2.16179 -2.5035 -0.5196 0.3200 0.10
H -0.21021 0.85089 1.65987 -0.3280 0.9422 -0.2571 0.09
H -0.51752 -0.71626 2.35429 0.3177 0.1322 -0.7633 0.12
H -1.65946 -0.87802 0.10804 0.0646 -0.2715 -0.1719 0.10
H 0.04445 -1.60300 -0.04691 -0.8138 -0.0781 -0.3029 0.11
H 0.87828 0.31642 -1.07780 0.1896 1.1897 0.5678 0.12
H -0.39617 -1.19656 -2.82458 1.2278 0.5588 0.2282 0.08
H -0.40587 0.67310 -3.00791 0.5545 0.8562 -1.9900 0.04
H -1.73160 -0.29018 -2.40240 1.2330 0.5379 -0.1947 0.09
H -1.92152 1.63246 -0.66469 0.9180 -0.4762 -0.0581 0.08
H -0.41042 2.39670 -0.43117 -0.6645 -1.1981 -0.4264 0.08
```
Forces are in eV/Å.

ORCA calculation (ωB97M-V/def2-TZVPD) on the ion C5H12N2 with charge +1 in a non-equilibrium geometry.

Calculated values
- orbital gap (alpha / beta) (eV) = 5.7 / 8.1
- charge = +1
- multiplicity = 2
- <S²> = 0.759
- DFT total energy (Eh) = -306.85119
- highest occupied orbital energy (alpha / beta) (eV) = -9.7 / -12.1

The geometry in XYZ format:
```
19
Properties=species:S:1:pos:R:3:forces:R:3:lowdin_spin:R:1
C -1.32910 -0.67864 -0.53664 0.9104 -0.8278 1.1778 0.00
C 0.13070 -0.09929 -0.44001 -0.8646 -3.3407 1.1516 0.00
C 0.19276 0.83917 0.67032 1.3136 1.9603 2.5499 -0.01
C -0.76802 1.47589 1.37886 -0.7842 -1.0663 -0.9941 0.10
C 2.67153 0.46028 0.89889 0.8855 -0.8658 -1.3662 0.61
N 1.49954 1.08269 1.21246 -0.0854 2.0798 0.1708 0.20
N -1.42657 -1.68497 -1.68830 -0.2967 0.3070 0.0708 0.00
H -2.05330 0.13632 -0.78045 0.4685 -0.8293 0.5844 0.00
H -1.52154 -1.29975 0.40243 -0.2864 1.3164 -1.2003 0.00
H 0.98373 -0.87359 -0.29518 -1.7601 0.6004 0.1748 0.00
H 0.37594 0.25198 -1.37433 0.6198 1.6982 -2.1961 0.00
H -1.85330 1.31365 1.17694 1.0909 0.5541 0.2500 0.01
H -0.41771 2.06178 2.23652 -0.6301 -0.2358 -0.3681 0.00
H 2.73279 0.11921 -0.15200 0.4886 -0.1153 0.8129 0.05
H 3.59321 0.50025 1.52545 -1.2433 0.2851 -0.5563 0.04
H 1.61131 2.07509 1.53933 -0.3600 -1.5777 0.0385 0.01
H -0.93431 -2.57733 -1.41520 -0.0661 1.2793 -0.9320 0.00
H -1.06319 -1.13915 -2.52216 -0.3244 -1.6573 0.7371 0.00
H -2.42446 -1.96358 -1.83693 0.9238 0.4352 -0.1056 0.00
```
Forces are in eV/Å.

The records above yield M values of 100.2 100.2 100.2 100.2 100.2 100.2 g mol⁻¹, respectively.
The records above yield ΔE to the lowest compared entry with this formula, charge and spin values of 94.9 430.2 71.4 149.1 228.0 262.7 kJ/mol, respectively.